Computed, not measured: a structure of composition C39H53N2OP2S2Se2Ti, with ωB97M-V/def2-TZVPD.

Element x y z (Å)
Ti (-0.210, -0.269, 0.306)
C (-1.700, -3.082, 4.746)
C (-0.709, -2.672, 3.656)
C (0.040, -3.891, 3.110)
P (-1.390, -1.663, 2.270)
C (-3.166, -2.113, 1.948)
C (-3.318, -3.603, 1.624)
C (-4.207, -1.656, 2.971)
C (-1.564, 0.004, 3.031)
C (-1.436, 0.339, 4.380)
C (-1.684, 1.632, 4.809)
C (-2.023, 2.616, 3.882)
C (-2.097, 2.314, 2.535)
C (-1.882, 1.004, 2.105)
N (-1.927, 0.604, 0.744)
C (-3.025, 0.917, -0.070)
C (-4.195, 1.507, 0.420)
C (-5.256, 1.775, -0.427)
C (-5.187, 1.460, -1.778)
C (-4.047, 0.835, -2.255)
C (-2.973, 0.535, -1.419)
P (-1.466, -0.364, -1.929)
C (-2.017, -2.056, -2.444)
C (-3.354, -2.196, -3.168)
C (-0.897, -2.773, -3.211)
C (-0.815, 0.574, -3.382)
C (-1.470, 0.331, -4.743)
C (-0.842, 2.075, -3.068)
H (-1.149, -3.495, 5.595)
H (-2.376, -3.859, 4.391)
H (-2.306, -2.253, 5.111)
H (0.035, -2.000, 4.095)
H (-0.614, -4.539, 2.526)
H (0.449, -4.473, 3.940)
H (0.867, -3.590, 2.466)
H (-3.352, -1.560, 1.023)
H (-3.291, -4.211, 2.529)
H (-2.544, -3.969, 0.944)
H (-4.288, -3.769, 1.151)
H (-4.231, -2.319, 3.836)
H (-5.195, -1.687, 2.505)
H (-4.042, -0.637, 3.323)
H (-1.169, -0.416, 5.108)
H (-1.605, 1.878, 5.861)
H (-2.216, 3.629, 4.215)
H (-2.313, 3.084, 1.806)
H (-4.279, 1.748, 1.471)
H (-6.151, 2.232, -0.022)
H (-6.014, 1.678, -2.441)
H (-3.998, 0.562, -3.300)
H (-2.112, -2.556, -1.474)
H (-3.348, -1.718, -4.147)
H (-4.181, -1.785, -2.590)
H (-3.555, -3.259, -3.322)
H (-0.898, -2.497, -4.264)
H (-1.046, -3.851, -3.145)
H (0.092, -2.557, -2.806)
H (0.231, 0.257, -3.430)
H (-2.488, 0.721, -4.777)
H (-1.495, -0.714, -5.032)
H (-0.897, 0.868, -5.504)
H (-1.851, 2.470, -3.200)
H (-0.172, 2.601, -3.752)
H (-0.516, 2.295, -2.053)
C (0.934, 4.802, 2.228)
Se (1.435, 3.018, 1.638)
C (1.648, 2.324, 3.450)
C (2.490, 1.069, 3.488)
Se (1.934, -0.407, 2.310)
C (3.602, -0.524, 1.321)
H (0.060, 4.746, 2.874)
H (0.690, 5.384, 1.342)
H (1.762, 5.274, 2.753)
H (0.666, 2.172, 3.893)
H (2.166, 3.107, 4.006)
H (2.498, 0.640, 4.488)
H (3.512, 1.302, 3.197)
H (4.412, -0.352, 2.024)
H (3.602, 0.216, 0.525)
H (3.678, -1.526, 0.911)
S (1.258, -2.263, -0.343)
C (0.174, -3.560, -0.326)
N (-0.559, -4.456, -0.325)
C (9.554, 1.097, -4.032)
C (8.198, 1.545, -3.550)
O (7.953, 1.834, -2.416)
S (6.962, 1.568, -4.876)
C (5.471, 1.469, -3.929)
C (4.997, 2.575, -3.234)
C (3.878, 2.463, -2.427)
C (3.211, 1.243, -2.308)
C (3.673, 0.142, -3.038)
C (4.798, 0.254, -3.838)
C (2.084, 1.090, -1.431)
C (1.125, 0.933, -0.691)
H (10.329, 1.510, -3.392)
H (9.720, 1.371, -5.074)
H (9.580, 0.008, -3.967)
H (5.516, 3.521, -3.317)
H (3.514, 3.319, -1.874)
H (3.151, -0.803, -2.948)
H (5.162, -0.601, -4.393)

E_HOMO (alpha / beta) (eV): -7.387 / -7.580
Orbital gap (alpha / beta) (eV): 7.612 / 7.834
Total charge: 0
Lowest unoccupied orbital energy (alpha / beta) (eV): 0.22 / 0.25
Expectation value of S²: 0.756
Spin multiplicity: 2

Atomic partial charges in e from the Mulliken method, atoms 1 to 99: atom 1 (Ti): -1.22, atom 2 (C): -1.81, atom 3 (C): 0.83, atom 4 (C): -1.31, atom 5 (P): 2.12, atom 6 (C): 1.17, atom 7 (C): -1.50, atom 8 (C): -1.59, atom 9 (C): -0.48, atom 10 (C): -1.12, atom 11 (C): -1.25, atom 12 (C): -0.87, atom 13 (C): 0.27, atom 14 (C): 0.11, atom 15 (N): 0.69, atom 16 (C): -0.14, atom 17 (C): -0.90, atom 18 (C): -1.03, atom 19 (C): -1.05, atom 20 (C): -0.29, atom 21 (C): -0.03, atom 22 (P): 1.35, atom 23 (C): 1.30, atom 24 (C): -1.59, atom 25 (C): -1.54, atom 26 (C): 1.10, atom 27 (C): -1.52, atom 28 (C): -1.66, atom 29 (H): 0.47, atom 30 (H): 0.31, atom 31 (H): 0.33, atom 32 (H): 0.37, atom 33 (H): 0.28, atom 34 (H): 0.49, atom 35 (H): 0.14, atom 36 (H): -0.16, atom 37 (H): 0.28, atom 38 (H): 0.28, atom 39 (H): 0.44, atom 40 (H): 0.30, atom 41 (H): 0.46, atom 42 (H): 0.27, atom 43 (H): 0.38, atom 44 (H): 0.40, atom 45 (H): 0.39, atom 46 (H): 0.63, atom 47 (H): 0.49, atom 48 (H): 0.41, atom 49 (H): 0.47, atom 50 (H): 0.26, atom 51 (H): -0.50, atom 52 (H): 0.20, atom 53 (H): 0.38, atom 54 (H): 0.50, atom 55 (H): 0.36, atom 56 (H): 0.47, atom 57 (H): 0.16, atom 58 (H): 0.22, atom 59 (H): 0.23, atom 60 (H): 0.28, atom 61 (H): 0.47, atom 62 (H): 0.40, atom 63 (H): 0.45, atom 64 (H): 0.23, atom 65 (C): -1.15, atom 66 (Se): 0.40, atom 67 (C): -0.19, atom 68 (C): -1.29, atom 69 (Se): 0.56, atom 70 (C): -1.02, atom 71 (H): 0.25, atom 72 (H): 0.35, atom 73 (H): 0.34, atom 74 (H): -0.23, atom 75 (H): 0.61, atom 76 (H): 0.50, atom 77 (H): 0.47, atom 78 (H): 0.50, atom 79 (H): 0.17, atom 80 (H): 0.41, atom 81 (S): -0.40, atom 82 (C): 0.65, atom 83 (N): -0.74, atom 84 (C): -1.07, atom 85 (C): 0.75, atom 86 (O): -0.51, atom 87 (S): -0.24, atom 88 (C): -0.03, atom 89 (C): -0.57, atom 90 (C): -0.27, atom 91 (C): -0.28, atom 92 (C): -0.37, atom 93 (C): -0.59, atom 94 (C): 0.73, atom 95 (C): -0.12, atom 96 (H): 0.30, atom 97 (H): 0.35, atom 98 (H): 0.28, atom 99 (H): 0.43